The following is a quantum chemistry calculation of 2 unconnected molecules or ions with the total composition C3H2BrClN2 in a non-equilibrium geometry, from the OMol25 dataset.

Gap between HOMO and LUMO (spin up / spin down) (Eh): 0.3016 / 0.2280
Energy above the lowest of the compared OMol25 structures with the same formula, charge and spin (eV): 3.636
Calculated total energy (hartree): -3259.054370

ORCA input file:
```
! wB97M-V def2-TZVPD RIJCOSX def2/J DEFGRID3
* xyz 0 1
C 0.643 -0.439 0.972
C 0.177 0.832 1.399
C -0.194 1.502 0.262
N 0.401 -0.556 -0.301
N -0.074 0.586 -0.719
Cl -0.659 3.182 -0.003
Br -3.281 0.438 0.052
H 0.802 -1.169 1.633
H -0.693 0.540 -1.600
*
```

These are the Löwdin partial charges, in e, on atoms 1 to 4: atom 1 (C): -0.170, atom 2 (C): 0.077, atom 3 (C): -0.809, atom 4 (N): 0.028

The following is a quantum chemistry calculation of a molecular structure, C18H32NO2P2Pt in a non-equilibrium geometry, from the OMol25 dataset.

Gap between HOMO and LUMO (spin up / spin down) (Eh): 0.1848 / 0.1930
Calculated total energy (hartree): -1711.866490

ORCA input file:
```
! wB97M-V def2-TZVPD RIJCOSX def2/J DEFGRID3
* xyz 1 5
C -0.012 3.474 -2.346
C 0.097 2.559 -1.302
N 0.640 1.358 -1.499
C 1.007 0.924 -2.737
C 0.939 1.821 -3.810
C 0.449 3.109 -3.616
C -0.462 2.926 0.047
P -0.403 1.546 1.287
Pt 0.830 -0.005 0.152
P 0.966 -1.549 -1.493
C 1.449 -0.491 -2.919
O -5.620 2.278 -2.593
O -2.405 -0.245 -3.126
H -0.475 4.437 -2.153
H 1.242 1.437 -4.791
H 0.388 3.809 -4.454
C 0.520 2.229 2.670
C -2.118 1.343 1.825
H 1.024 -0.916 -3.837
H 2.547 -0.564 -2.994
H -1.439 3.241 -0.023
H 0.098 3.758 0.493
C 2.320 -2.713 -1.250
C -0.525 -2.445 -1.993
H -4.053 -0.818 -0.555
H -3.306 0.089 -2.930
H -6.349 2.822 -2.740
H -5.071 2.783 -1.962
H 2.422 0.462 0.258
H -2.090 0.061 -4.082
H -0.091 2.983 3.183
H 0.768 1.405 3.356
H 1.444 2.677 2.282
H -2.446 2.242 2.379
H -2.797 1.180 0.970
H -2.201 0.481 2.501
H -0.337 -2.999 -2.925
H -0.793 -3.169 -1.206
H -1.365 -1.742 -2.167
H 2.359 -3.440 -2.066
H 3.252 -2.144 -1.203
H 2.159 -3.228 -0.295
C 0.038 -1.480 1.447
C 0.863 -1.898 2.632
C 2.002 -1.202 3.038
C 2.691 -1.583 4.197
C 2.263 -2.689 4.936
C 1.147 -3.422 4.510
C 0.447 -3.024 3.366
H -0.208 -2.360 0.840
H -0.923 -1.068 1.798
H 2.357 -0.361 2.443
H 3.565 -1.011 4.516
H 2.801 -2.989 5.844
H 0.818 -4.304 5.070
H -0.425 -3.579 3.029
*
```

These are the Löwdin partial charges, in e, on atoms 1 to 4: atom 1 (C): -0.043, atom 2 (C): -0.352, atom 3 (N): -0.098, atom 4 (C): -0.360

The following is a quantum chemistry calculation of a molecular structure, C22H21Br3IrN5O3P in a non-equilibrium geometry, from the OMol25 dataset.

Gap between HOMO and LUMO (spin up / spin down) (Eh): 0.1722 / 0.1736
Energy above the lowest of the compared OMol25 structures with the same formula, charge and spin (eV): 2.487
Calculated total energy (hartree): -9517.565488

ORCA input file:
```
! wB97M-V def2-TZVPD RIJCOSX def2/J DEFGRID3
* xyz 2 2
Ir 0.711 0.627 -0.304
C -0.921 3.636 -0.356
C 0.555 3.870 -0.305
C 1.087 5.163 -0.226
C 2.447 5.347 -0.167
C 3.304 4.233 -0.223
C 4.737 4.299 -0.186
Br 5.596 5.949 -0.022
C 5.508 3.151 -0.286
C 4.917 1.914 -0.449
Br 5.940 0.374 -0.653
C 3.488 1.765 -0.473
O 2.914 0.663 -0.615
C 2.704 2.975 -0.329
N 1.363 2.805 -0.341
H -1.460 4.565 -0.521
H -1.253 3.208 0.593
H -1.156 2.933 -1.156
H 0.416 6.009 -0.224
H 2.861 6.344 -0.102
H 6.586 3.221 -0.248
C -4.600 -0.572 -0.600
N -4.197 0.154 0.601
C -4.070 -0.772 1.721
N -3.095 -1.815 1.414
C -3.490 -2.532 0.205
N -3.615 -1.602 -0.913
C -2.368 -1.078 -1.374
P -1.529 -0.059 -0.015
C -3.051 0.991 0.412
C -1.749 -1.329 1.371
H -4.693 0.118 -1.440
H -5.565 -1.045 -0.417
H -5.038 -1.235 1.910
H -3.757 -0.231 2.615
H -4.454 -3.008 0.377
H -2.750 -3.298 -0.032
H -2.530 -0.439 -2.245
H -1.690 -1.880 -1.665
H -3.237 1.695 -0.403
H -2.853 1.557 1.325
H -1.485 -0.863 2.323
H -1.055 -2.155 1.205
Br 3.100 -6.202 2.357
C 2.227 -5.346 0.925
C 1.696 -6.099 -0.127
N 1.084 -5.526 -1.148
C 0.945 -4.217 -1.209
C 1.430 -3.395 -0.191
C 2.090 -3.972 0.890
C 1.189 -1.938 -0.244
O 0.705 -1.406 -1.283
O 1.362 -1.215 0.778
H 1.765 -7.180 -0.134
H 0.444 -3.806 -2.077
H 2.488 -3.352 1.682
*
```

These are the Löwdin partial charges, in e, on atoms 1 to 4: atom 1 (Ir): 1.326, atom 2 (C): -0.028, atom 3 (C): -0.269, atom 4 (C): 0.046

The following is a quantum chemistry calculation of a molecular structure, C35H47BI2LuN10OS3, from the OMol25 dataset.

Gap between HOMO and LUMO (Eh): 0.2823
Energy above the lowest of the compared OMol25 structures with the same formula, charge and spin (eV): 0.166
Calculated total energy (hartree): -5035.131558

ORCA input file:
```
! wB97M-V def2-TZVPD RIJCOSX def2/J DEFGRID3
* xyz 1 1
Lu 0.626 -0.427 -0.068
C 5.604 2.066 1.342
C 4.391 2.946 1.056
C 3.867 2.753 -0.366
C 4.795 4.409 1.232
N 3.295 2.618 2.033
C 2.750 3.516 2.938
C 1.791 2.864 3.614
N 1.734 1.570 3.135
B 0.653 0.631 3.751
N 0.802 -0.905 3.448
C 1.710 -1.604 4.219
C 1.438 -2.913 4.107
N 0.351 -3.035 3.253
C -0.016 -1.795 2.845
S -1.261 -1.419 1.695
C -0.413 -4.306 3.034
C -0.479 -4.649 1.548
C -1.810 -4.134 3.629
C 0.294 -5.455 3.751
N -0.760 1.169 3.411
C -1.761 1.129 4.359
C -2.867 1.661 3.814
N -2.548 2.029 2.515
C -1.250 1.716 2.282
S -0.376 2.002 0.816
C -3.511 2.686 1.569
C -3.695 1.790 0.347
C -4.866 2.842 2.257
C -2.988 4.069 1.193
C 2.662 1.431 2.173
S 2.981 -0.017 1.285
H 6.401 2.328 0.646
H 5.373 1.010 1.220
H 5.966 2.236 2.358
H 4.625 3.103 -1.069
H 2.957 3.338 -0.516
H 3.644 1.710 -0.585
H 5.592 4.619 0.520
H 5.183 4.613 2.231
H 3.970 5.090 1.017
H 3.075 4.534 3.022
H 1.132 3.211 4.391
H 0.761 0.723 4.950
H 2.472 -1.101 4.787
H 1.926 -3.752 4.562
H -0.955 -3.864 0.963
H -1.055 -5.569 1.440
H 0.527 -4.827 1.161
H -2.363 -3.349 3.115
H -1.741 -3.882 4.689
H -2.366 -5.068 3.532
H 1.325 -5.572 3.413
H -0.241 -6.374 3.516
H 0.283 -5.336 4.835
H -1.591 0.729 5.343
H -3.839 1.804 4.242
H -3.979 0.781 0.655
H -2.783 1.736 -0.245
H -4.494 2.207 -0.269
H -5.286 1.880 2.555
H -5.550 3.295 1.541
H -4.815 3.501 3.125
H -2.030 4.008 0.681
H -2.876 4.688 2.085
H -3.705 4.553 0.527
I -2.243 -1.044 -1.813
C -2.897 0.615 -2.986
I -1.510 2.166 -3.276
H -3.768 1.009 -2.481
H -3.147 0.204 -3.955
N 7.107 2.706 -7.342
C 6.313 2.350 -6.591
C 5.319 1.901 -5.646
C 5.304 0.571 -5.234
C 4.354 0.142 -4.326
C 3.405 1.030 -3.812
C 3.431 2.362 -4.233
C 4.379 2.796 -5.142
C 2.426 0.590 -2.858
C 1.603 0.216 -2.039
H 6.038 -0.117 -5.630
H 4.337 -0.890 -4.001
H 2.697 3.053 -3.841
H 4.395 3.827 -5.470
C 2.521 -5.538 -3.326
N 2.000 -4.505 -2.452
C 2.424 -4.324 -1.071
C 1.583 -3.127 -0.690
O 1.603 -2.520 0.392
N 0.802 -2.751 -1.702
C 1.082 -3.568 -2.727
N 0.478 -3.423 -3.900
H 3.605 -5.579 -3.233
H 2.291 -5.309 -4.364
H 2.105 -6.515 -3.080
H 3.488 -4.092 -0.997
H 2.205 -5.190 -0.444
H -0.153 -2.644 -4.001
H 0.650 -4.025 -4.683
*
```

These are the Löwdin partial charges, in e, on atoms 1 to 4: atom 1 (Lu): 1.039, atom 2 (C): -0.040, atom 3 (C): -0.540, atom 4 (C): -0.047

The following is a quantum chemistry calculation of a molecular structure, C37H29Cl5FN3O7V in a non-equilibrium geometry, from the OMol25 dataset.

Gap between HOMO and LUMO (spin up / spin down) (Eh): 0.1942 / 0.2268
Energy above the lowest of the compared OMol25 structures with the same formula, charge and spin (eV): 1.828
Calculated total energy (hartree): -5463.012616

ORCA input file:
```
! wB97M-V def2-TZVPD RIJCOSX def2/J DEFGRID3
* xyz 1 3
V 0.887 -1.828 -0.566
Cl 6.684 2.395 -1.149
C 5.287 1.415 -1.288
C 4.718 0.841 -0.147
Cl 5.415 1.097 1.392
C 3.579 0.070 -0.281
Cl 2.773 -0.708 1.017
C 2.992 -0.197 -1.543
O 1.959 -0.947 -1.580
C 3.600 0.376 -2.688
Cl 2.900 0.022 -4.211
C 4.712 1.193 -2.547
Cl 5.396 1.941 -3.923
O 1.808 -3.792 -1.081
C 1.576 -3.899 -2.488
C 0.513 -2.793 -2.829
O 0.430 -2.306 -3.927
O -0.212 -2.495 -1.812
C 1.021 -5.271 -2.828
C 1.636 -6.393 -2.278
C 1.129 -7.659 -2.515
C -0.001 -7.822 -3.298
C -0.613 -6.711 -3.851
C -0.109 -5.441 -3.618
C 2.851 -3.570 -3.241
C 2.913 -3.763 -4.616
C 4.071 -3.453 -5.309
C 5.176 -2.954 -4.637
C 5.108 -2.743 -3.270
C 3.950 -3.042 -2.573
H 1.265 -4.470 -0.645
H 2.523 -6.269 -1.674
H 1.608 -8.521 -2.075
H -0.409 -8.807 -3.469
H -1.501 -6.829 -4.455
H -0.598 -4.584 -4.055
H 2.051 -4.158 -5.131
H 4.118 -3.615 -6.376
H 6.087 -2.731 -5.172
H 5.963 -2.350 -2.738
H 3.918 -2.885 -1.501
F -3.054 3.717 -0.832
C -2.578 3.068 0.257
C -1.848 1.916 0.083
C -1.330 1.236 1.189
C -0.550 0.026 0.994
O -0.190 -0.310 -0.166
C -0.279 -0.720 2.188
C -0.555 -0.183 3.413
N -1.118 1.038 3.588
C -1.226 1.630 4.893
C -1.451 0.802 6.120
C -2.557 1.664 5.599
C -1.581 1.732 2.488
C -2.322 2.903 2.632
C -2.832 3.584 1.529
N -3.602 4.738 1.786
C -4.609 5.154 0.840
C -5.679 5.940 1.597
N -5.045 7.102 2.281
C -3.965 6.653 3.201
C -2.936 5.871 2.387
C 0.148 -2.170 2.132
O 0.099 -2.838 3.143
O 0.500 -2.615 0.976
H -1.667 1.522 -0.905
H -0.315 -0.753 4.298
H -0.579 2.498 4.996
H -0.940 1.114 7.016
H -1.560 -0.266 6.035
H -2.829 2.553 6.147
H -3.384 1.171 5.113
H -2.559 3.282 3.611
H -5.076 4.276 0.394
H -4.202 5.772 0.024
H -6.141 5.307 2.356
H -6.446 6.298 0.909
H -5.750 7.643 2.794
H -4.627 7.712 1.567
H -4.408 6.003 3.958
H -3.510 7.519 3.682
H -2.134 5.528 3.040
H -2.488 6.534 1.626
*
```

These are the Löwdin partial charges, in e, on atoms 1 to 4: atom 1 (V): 0.907, atom 2 (Cl): 0.686, atom 3 (C): -0.718, atom 4 (C): -0.708

The following is a quantum chemistry calculation of a molecular structure, C3H8B2BrO2Pb in a non-equilibrium geometry, from the OMol25 dataset.

Gap between HOMO and LUMO (Eh): 0.3100
Energy above the lowest of the compared OMol25 structures with the same formula, charge and spin (eV): 0.000
Calculated total energy (hartree): -3085.902867

ORCA input file:
```
! wB97M-V def2-TZVPD RIJCOSX def2/J DEFGRID3
* xyz 1 1
C 2.486 0.014 0.135
B 0.956 0.278 0.107
O 0.487 1.498 0.615
B -0.193 -0.918 -0.488
C -1.672 -0.226 -1.036
C -2.306 0.207 0.173
O -2.479 -0.546 1.154
Br -2.738 2.009 0.475
H 2.724 -0.351 1.138
H 2.768 -0.786 -0.536
H 3.101 0.888 -0.047
H 1.140 2.206 0.597
H -0.404 -1.875 0.278
H 0.400 -1.310 -1.453
H -1.461 0.572 -1.728
H -2.275 -0.989 -1.520
Pb -0.535 -0.671 2.136
*
```

These are the Löwdin partial charges, in e, on atoms 1 to 4: atom 1 (C): -0.008, atom 2 (B): -0.644, atom 3 (O): 0.013, atom 4 (B): -0.390